Record 1
13
Properties=species:S:1:pos:R:3 method="wB97M-V/def2-TZVPD" relative_energy_kcal_mol=92.6 e_lumo_ha=0.0344 orbital_gap_ev=9.25 e_tot_ha=-340.64732 largest_force_ev_per_a=6.85
C -0.264 -0.063 2.271
O -0.380 0.820 1.172
C 0.065 0.288 -0.061
C -0.776 0.515 -1.117
N -0.115 -0.016 -2.138
C 1.034 -0.560 -1.684
N 1.168 -0.368 -0.391
H -0.755 -1.006 2.011
H -0.696 0.415 3.145
H 0.802 -0.252 2.423
H -1.391 1.336 -0.198
H -0.414 -0.041 -3.096
H 1.722 -1.069 -2.339

---

Record 2
10
Properties=species:S:1:pos:R:3 method="wB97M-V/def2-TZVPD" relative_energy_kcal_mol=55.0 smiles="O=CC(=O)CO" e_lumo_ha=-0.0121 orbital_gap_ev=10.11 e_tot_ha=-342.36831 largest_force_ev_per_a=1.58
O -2.268 -1.283 -0.415
C -1.854 -0.219 -0.050
C -0.339 0.137 0.066
O -0.303 1.169 -0.578
C 1.130 -0.398 0.397
O 2.032 0.545 -0.112
H -2.489 0.715 -0.105
H 1.325 -1.375 -0.068
H 1.267 -0.479 1.481
H 1.498 1.189 -0.614

---

Record 3
128
Properties=species:S:1:pos:R:3 method="wB97M-V/def2-TZVPD" relative_energy_kcal_mol=21.9 smiles="O=C1C=C(O)C(=O)C=C1O.O=C1C=C(O)C(=O)C=C1O.O=C1C=C(O)C(=O)C=C1O.O=C1C=C(O)C(=O)C=C1O.O=C1C=C(O)C(=O)C=C1O.O=C1C=C(O)C(=O)C=C1O.O=C1C=C(O)C(=O)C=C1O.CC(C)=O.CC(C)=O.CC(C)=O" e_lumo_ha=-0.1036 orbital_gap_ev=5.80 e_tot_ha=-4302.49473 largest_force_ev_per_a=16.84
O -1.572 1.631 4.999
C -2.744 1.517 4.865
C -3.712 2.524 5.304
C -5.194 2.336 5.175
O -6.045 3.371 5.497
C -5.764 1.181 4.483
O -6.962 1.065 4.502
C -4.824 0.207 3.876
C -3.314 0.406 4.091
O -2.369 -0.447 3.612
H -3.405 3.494 5.461
H -5.487 3.961 5.608
H -5.087 -0.765 3.576
H -1.445 -0.553 3.950
O 6.935 -5.343 -1.564
C 5.743 -5.111 -1.246
C 4.871 -6.101 -0.666
C 3.530 -5.766 -0.113
O 2.774 -6.617 0.591
C 2.997 -4.364 -0.206
O 1.902 -4.095 0.239
C 3.734 -3.400 -0.832
C 5.165 -3.747 -1.424
O 5.955 -2.826 -2.051
H 5.260 -6.982 -0.456
H 3.248 -7.515 0.750
H 3.401 -2.237 -1.104
H 6.704 -3.020 -2.489
O -7.418 0.829 -0.388
C -6.263 1.036 -0.178
C -5.655 2.235 -0.507
C -4.200 2.522 -0.229
O -3.508 3.751 -0.531
C -3.338 1.430 0.345
O -2.056 1.633 0.507
C -3.953 0.257 0.606
C -5.517 0.047 0.399
O -5.992 -1.110 0.698
H -6.205 2.962 -0.925
H -4.304 4.247 -0.919
H -3.453 -0.496 1.085
H -6.745 -1.180 0.461
O -5.750 1.783 -3.360
C -4.683 1.347 -3.322
C -3.361 2.064 -3.424
C -2.088 1.329 -3.302
O -0.939 2.047 -3.239
C -2.059 -0.106 -3.147
O -0.981 -0.655 -3.079
C -3.268 -0.886 -3.269
C -4.614 -0.128 -3.259
O -5.795 -0.830 -3.297
H -3.525 3.123 -3.471
H -1.172 3.046 -3.265
H -3.350 -2.055 -3.207
H -6.471 -0.032 -3.535
O 2.754 -0.245 -5.300
C 3.794 -0.019 -4.686
C 3.718 0.163 -3.281
C 4.947 0.473 -2.458
O 5.036 0.272 -1.041
C 6.223 0.641 -3.074
O 7.163 0.892 -2.341
C 6.235 0.545 -4.572
C 5.062 0.202 -5.373
O 5.018 -0.109 -6.645
H 2.835 0.097 -2.537
H 4.326 -0.195 -0.977
H 7.418 0.660 -4.946
H 4.101 -0.276 -6.887
O 1.421 6.003 1.838
C 2.275 5.097 2.193
C 2.339 4.706 3.550
C 3.332 3.603 4.051
O 3.523 3.276 5.370
C 4.102 2.856 2.983
O 4.795 1.927 3.382
C 3.949 3.283 1.566
C 3.060 4.430 1.172
O 3.062 4.784 -0.164
H 1.949 5.223 4.330
H 3.145 4.022 5.975
H 4.216 2.612 0.757
H 2.916 5.711 -0.256
O -1.021 -3.858 0.877
C -1.942 -4.483 0.404
C -3.265 -4.107 0.640
C -4.514 -4.877 -0.027
O -5.799 -4.710 0.232
C -4.156 -6.016 -0.877
O -5.090 -6.610 -1.526
C -2.842 -6.461 -1.074
C -1.665 -5.618 -0.428
O -0.342 -5.940 -0.580
H -3.483 -3.171 1.161
H -5.875 -4.034 0.956
H -2.756 -7.371 -1.789
H 0.039 -5.332 0.111
C 1.630 3.314 -6.153
C 2.668 3.454 -5.138
C 2.224 3.286 -3.693
O 3.820 3.486 -5.436
H 0.932 4.083 -6.145
H 0.952 2.415 -5.794
H 2.090 3.110 -7.000
H 1.912 2.276 -3.579
H 1.434 3.958 -3.426
H 3.084 3.491 -3.057
C 1.606 0.293 4.900
C 0.790 -0.768 5.606
C 1.319 -1.457 6.795
O -0.242 -1.202 5.097
H 1.933 0.108 3.896
H 2.497 0.335 5.500
H 0.969 1.056 5.185
H 2.462 -1.454 6.812
H 0.770 -2.346 7.225
H 1.184 -0.700 7.477
C 0.242 -0.448 0.827
C 1.378 0.142 0.013
C 1.163 1.497 -0.543
O 2.453 -0.463 0.101
H 0.447 -1.517 1.161
H -0.587 -0.420 0.087
H 0.009 0.005 1.794
H 0.259 1.373 -0.929
H 1.828 1.805 -1.312
H 1.201 2.262 0.329

---

Record 4
15
Properties=species:S:1:pos:R:3 method="wB97M-V/def2-TZVPD" relative_energy_kcal_mol=8.5 total_charge=+2 e_lumo_ha=-0.3670 orbital_gap_ev=10.38 e_tot_ha=-382.53801 largest_force_ev_per_a=5.64
C -0.416 -1.132 -1.071
N -0.040 -0.063 -0.249
C 0.383 1.080 -0.886
N 0.766 2.192 -0.346
C -0.152 -0.202 1.189
N -0.322 -1.338 1.763
F -0.099 0.920 1.750
H -0.152 -2.135 -0.953
H -0.122 -0.866 -2.134
H -1.572 -1.208 -1.054
H 0.419 0.957 -1.990
H 0.936 3.110 -0.807
H 1.147 2.280 0.663
H -0.360 -2.265 1.318
H -0.416 -1.332 2.807

---

Record 5
33
Properties=species:S:1:pos:R:3 method="wB97M-V/def2-TZVPD" total_charge=-1 e_lumo_ha=0.1023 orbital_gap_ev=6.32 e_tot_ha=-1182.74926 largest_force_ev_per_a=2.28
N 0.009 4.863 0.458
In -0.346 3.202 -0.863
C -2.139 2.128 -0.034
C -1.997 1.028 0.782
C -3.110 0.408 1.310
C -4.340 0.909 1.006
C -4.502 1.981 0.179
C -3.390 2.597 -0.344
P 1.810 1.831 -0.810
O 1.997 1.370 0.827
O 1.616 0.383 -1.652
H -0.691 4.852 1.193
H -0.198 5.683 -0.106
H -0.719 3.837 -2.493
H -1.000 0.672 1.015
H -2.969 -0.441 1.967
H -5.219 0.422 1.419
H -5.474 2.391 -0.065
H -3.481 3.457 -0.995
H 1.163 1.567 1.262
H 0.740 0.050 -1.407
C 2.740 -4.998 -0.369
C 3.462 -3.656 -0.439
C 2.707 -2.532 0.279
C 1.391 -2.323 -0.323
N 0.361 -2.140 -0.807
H 1.769 -4.953 -0.865
H 3.325 -5.773 -0.867
H 2.582 -5.305 0.667
H 3.612 -3.383 -1.485
H 4.452 -3.757 0.011
H 3.263 -1.596 0.214
H 2.575 -2.774 1.335

---

Record 6
107
Properties=species:S:1:pos:R:3 method="wB97M-V/def2-TZVPD" relative_energy_kcal_mol=51.7 total_charge=+3 e_lumo_ha=-0.3371 orbital_gap_ev=6.34 e_tot_ha=-3863.81597 largest_force_ev_per_a=2.27
Zr -0.622 -0.557 -0.443
O -1.449 1.246 -0.093
P -1.963 1.905 -1.407
C -0.500 2.682 -2.210
P 1.034 1.954 -1.516
O 0.801 0.418 -1.421
C 2.354 2.281 -2.659
C 3.137 1.237 -3.150
C 4.128 1.516 -4.077
C 4.329 2.821 -4.507
C 3.560 3.863 -3.997
C 2.572 3.598 -3.067
C 1.407 2.734 0.045
C 2.637 2.374 0.607
C 3.198 3.158 1.597
C 2.541 4.306 2.023
C 1.302 4.646 1.493
C 0.733 3.867 0.500
C -2.490 0.620 -2.575
C -3.850 0.328 -2.680
C -4.282 -0.668 -3.540
C -3.362 -1.365 -4.313
C -2.009 -1.068 -4.229
C -1.559 -0.091 -3.353
C -3.233 3.093 -1.078
C -3.781 3.801 -2.151
C -4.740 4.765 -1.900
C -5.148 5.010 -0.593
C -4.615 4.290 0.469
C -3.647 3.328 0.233
H -0.495 3.761 -2.050
H -0.512 2.511 -3.287
H 2.967 0.225 -2.803
H 4.743 0.717 -4.467
H 5.092 3.032 -5.244
H 3.732 4.878 -4.328
H 1.982 4.409 -2.652
H 3.169 1.509 0.222
H 4.158 2.891 2.018
H 3.000 4.947 2.763
H 0.795 5.540 1.830
H -0.222 4.158 0.078
H -4.565 0.893 -2.095
H -5.336 -0.896 -3.616
H -3.706 -2.127 -5.000
H -1.306 -1.575 -4.878
H -0.510 0.178 -3.361
H -3.465 3.588 -3.167
H -5.173 5.322 -2.719
H -5.890 5.774 -0.401
H -4.959 4.475 1.477
H -3.211 2.760 1.046
N 1.872 -1.689 1.432
P 2.093 -1.900 -0.295
C 3.129 -3.401 -0.387
C 4.070 -3.736 0.581
C 4.911 -4.820 0.375
C 4.826 -5.562 -0.792
C 3.893 -5.225 -1.765
C 3.054 -4.142 -1.568
C 0.438 -2.755 -0.576
C -0.187 -3.520 0.418
C -1.306 -4.287 0.116
C -1.790 -4.331 -1.184
C -1.185 -3.574 -2.181
C -0.098 -2.758 -1.881
P 0.557 -0.711 1.937
C -0.261 -1.728 3.205
C 0.419 -2.747 3.865
C -0.145 -3.334 4.986
C -1.363 -2.878 5.472
C -2.030 -1.847 4.829
C -1.491 -1.282 3.684
C 1.191 0.515 3.113
C 0.396 1.623 3.392
C 0.727 2.455 4.450
C 1.851 2.190 5.219
C 2.636 1.077 4.945
C 2.301 0.230 3.903
H 2.744 -1.528 1.925
H 4.158 -3.163 1.496
H 5.641 -5.081 1.130
H 5.494 -6.397 -0.953
H 3.825 -5.802 -2.678
H 2.341 -3.876 -2.339
H 0.262 -3.597 1.398
H -1.767 -4.887 0.892
H -2.628 -4.970 -1.428
H -1.541 -3.655 -3.198
H 0.419 -2.225 -2.676
H 1.389 -3.077 3.512
H 0.379 -4.129 5.499
H -1.790 -3.324 6.361
H -2.971 -1.492 5.222
H -1.995 -0.463 3.179
H -0.483 1.826 2.790
H 0.102 3.306 4.684
H 2.112 2.842 6.042
H 3.492 0.851 5.567
H 2.897 -0.661 3.741
O -2.326 -1.335 -0.803
N -2.574 -1.566 0.501
C -3.731 -2.102 0.650
C -4.252 -2.528 1.909
N -4.748 -2.959 2.849
C -4.555 -2.372 -0.496
N -5.168 -2.561 -1.447